Record 1
21
Properties=species:S:1:pos:R:3:forces:R:3 method="wB97M-V/def2-TZVPD" largest_force_ev_per_a=4.02 homo_ev=-9.998 de_lowest_kcal_mol=12.7
C -1.7969 -2.0340 0.3154 -0.6 0.5 -3.1
C -0.3788 1.5268 -0.6549 -0.7 0.5 1.7
C -1.7459 -0.4830 0.0766 0.3 -0.7 -1.2
C -0.3960 -0.0226 -0.4729 0.5 1.8 0.3
N 2.8260 1.2329 0.2857 1.3 -2.6 -2.8
N 0.6105 -0.4188 0.4969 4.0 -0.5 0.0
O 2.6570 -0.9209 -1.2580 0.0 0.2 -0.1
P 2.2814 -0.3980 0.0583 -0.4 -0.1 1.5
H -0.8893 -2.2418 0.9082 -0.9 -0.5 -0.1
H -2.8054 -2.4129 0.6288 1.2 0.5 0.5
H -1.7242 -2.4997 -0.7488 0.4 0.4 1.8
H 0.1757 1.9418 0.2296 -1.5 0.0 -0.2
H 0.2120 2.0157 -1.3733 1.2 -0.5 -1.8
H -1.3789 1.9646 -0.8795 0.5 -0.3 0.9
H -2.3615 -0.0075 -0.7050 -1.0 -0.8 0.7
H -1.9090 -0.0335 1.0376 -0.2 0.8 0.4
H -0.1158 -0.3982 -1.4683 -0.3 -0.8 0.5
H 3.7834 1.3294 -0.1171 -1.2 0.1 0.5
H 2.6808 1.8150 1.0478 -0.4 0.8 1.7
H 0.7918 0.1131 1.3624 -1.8 0.1 -0.1
H 2.8192 -1.2243 1.1910 -0.6 1.1 -1.2

Record 2
21
Properties=species:S:1:pos:R:3:forces:R:3 method="wB97M-V/def2-TZVPD" largest_force_ev_per_a=2.53 total_charge=-1 homo_ev=-2.592 de_lowest_kcal_mol=38.6
N 0.1618 -0.9838 -1.5446 -0.7 0.2 -0.4
C 0.7250 -0.3844 -0.3259 0.8 0.0 1.0
C 1.8787 -1.3061 0.1770 -1.8 -0.5 1.2
S 0.9777 -2.7583 1.0572 1.2 0.3 -0.5
C -0.2659 0.0080 0.8706 1.8 1.0 -1.5
N -1.3201 0.9098 0.3891 -0.6 -0.5 0.7
C -2.3096 0.2246 -0.4483 0.9 1.0 -1.9
H 0.9219 -1.4716 -2.0132 -0.3 0.0 0.1
H -0.5504 -1.6780 -1.3474 0.6 -0.3 0.2
H 1.0909 0.6025 -0.6654 0.2 -0.2 0.2
H 2.4830 -1.6612 -0.6482 0.0 -0.1 -0.4
H 2.5704 -0.8181 0.8633 -0.1 0.2 0.2
H 0.3671 0.5501 1.5953 0.0 0.2 -0.4
H -0.5057 -0.8098 1.5327 -1.1 -0.6 -0.7
H -0.9566 1.7453 -0.0485 -0.1 -0.7 -0.4
H -1.9152 -0.7250 -0.7798 -0.6 -0.5 0.7
H -2.4530 0.6590 -1.4821 0.2 0.3 1.1
H -3.2633 0.2300 0.0218 -0.8 -0.5 0.4
H 0.0761 2.6825 0.6150 -0.2 -0.1 0.4
H 1.2795 2.1743 1.4228 -0.2 -0.2 0.0
O 1.0078 2.8099 0.7587 0.9 0.9 -0.1

Record 3
21
Properties=species:S:1:pos:R:3:forces:R:3 method="wB97M-V/def2-TZVPD" largest_force_ev_per_a=6.08 total_charge=-1 homo_ev=-2.784 de_lowest_kcal_mol=52.9
C 1.2666 0.9389 -1.1156 -0.7 1.1 0.8
N -0.1491 0.6877 -0.6133 1.8 -3.6 0.0
C -0.0812 -0.5628 0.4171 -1.0 0.7 -2.4
C 0.1650 -0.1669 1.8462 6.0 0.5 0.9
S 1.1407 1.4929 2.2274 -1.0 -0.8 -0.5
C -1.5080 -1.3123 0.3528 4.8 -2.4 -0.2
N -1.7187 -1.9738 -0.9728 -1.4 1.4 -2.0
H 1.2323 1.6332 -2.0002 0.1 -0.2 1.1
H 1.8906 1.2679 -0.2469 -0.5 0.4 -0.8
H 1.7920 0.0798 -1.4712 -0.3 -1.1 -0.4
H -0.2861 1.3945 0.0525 -0.2 1.7 1.1
H 0.6961 -1.2621 0.0093 -0.6 0.6 0.3
H 0.9557 -0.7801 2.5092 -2.3 0.4 -1.9
H -0.7243 -0.1098 2.3125 -3.0 0.2 2.0
H -2.2440 -0.6427 0.7159 -1.0 0.3 0.0
H -1.2212 -2.1820 1.1025 -1.5 1.6 -1.1
H -0.8335 -2.0561 -1.5389 -1.2 0.0 1.4
H -2.4057 -1.4432 -1.6528 1.9 -1.1 2.1
H -0.3656 0.4827 -3.2632 0.0 -0.6 0.3
H -0.4755 -0.8920 -2.6161 -0.3 0.1 1.2
O -0.2802 -0.4694 -3.4315 0.3 0.8 -1.9

Record 4
20
Properties=species:S:1:pos:R:3:forces:R:3 method="wB97M-V/def2-TZVPD" largest_force_ev_per_a=1.38 total_charge=-1 homo_ev=-2.693 de_lowest_kcal_mol=11.7
C 2.0720 0.6852 0.5412 -0.1 -0.3 -0.8
C 1.4068 2.0551 0.4432 0.1 0.4 1.2
S -0.3819 1.8860 0.1878 -0.2 0.3 0.1
N 1.6465 -0.1762 -0.6104 -0.9 0.9 0.6
H 1.7045 0.2240 1.4496 0.0 -0.2 0.3
H 3.1770 0.7395 0.5951 -0.4 0.0 -0.1
H 1.8221 2.6112 -0.3875 0.3 0.3 -0.2
H 1.6080 2.6181 1.3963 0.0 -0.3 -0.8
H 2.2306 0.0526 -1.3947 0.3 0.1 -0.4
H 0.7010 0.2820 -0.8382 1.0 -0.7 0.2
C -2.3321 -1.1838 0.1882 0.0 -0.3 -0.5
C -1.5321 -2.4840 0.0824 0.3 0.4 0.2
N -0.5136 -2.3395 -0.9588 -0.1 -0.8 -0.1
H -2.7500 -0.9022 -0.8001 0.2 -0.2 0.5
H -3.1457 -1.3077 0.8937 -0.3 0.0 0.2
H -1.6919 -0.3692 0.5139 0.0 0.2 0.0
H -1.1095 -2.7392 1.0948 -0.3 0.2 -0.6
H -2.1905 -3.3014 -0.2077 -0.1 -0.2 0.0
H 0.2056 -1.6678 -0.6962 0.1 -0.2 0.0
H -0.0687 -3.2410 -1.1703 -0.1 0.6 0.3

Record 5
20
Properties=species:S:1:pos:R:3:forces:R:3 method="wB97M-V/def2-TZVPD" largest_force_ev_per_a=1.22 total_charge=+1 homo_ev=-11.985 de_lowest_kcal_mol=22.9
C 0.5488 -0.3432 1.1634 -0.6 -0.7 -0.8
N -0.7094 0.1691 0.6380 -0.2 0.5 0.0
C -0.9755 -0.0498 -0.7980 0.5 -0.3 0.5
C -0.8375 -1.4996 -1.2704 -0.7 0.3 -0.3
S -1.5362 -1.6665 -2.9474 0.1 -0.2 -0.1
C 1.6614 0.6248 0.7739 -0.6 -0.2 -0.1
N 1.1534 2.0205 1.0215 -0.4 -0.3 0.0
H 0.7617 -1.3044 0.6759 0.4 0.1 0.3
H 0.4422 -0.5515 2.2243 0.2 0.3 0.2
H -1.5030 -0.1134 1.1901 0.0 -0.1 0.1
H -0.3459 0.6354 -1.3708 0.0 -0.1 -0.3
H -2.0041 0.2262 -0.9688 -0.2 0.3 -0.1
H 0.1533 -1.8951 -1.3888 0.7 0.2 0.2
H -1.3311 -2.1190 -0.5309 -0.3 -0.4 -0.1
H -2.7690 -2.1032 -2.6603 0.0 0.1 0.2
H 1.7886 0.5382 -0.3068 0.4 0.2 0.2
H 2.5802 0.4699 1.3172 0.3 0.0 0.0
H 1.8299 2.7461 0.8025 0.0 0.1 0.1
H 0.7964 2.1052 1.9760 0.4 0.2 0.1
H 0.2958 2.1103 0.4593 0.0 0.0 0.0

Record 6
20
Properties=species:S:1:pos:R:3:forces:R:3 method="wB97M-V/def2-TZVPD" largest_force_ev_per_a=3.82 total_charge=+1 homo_ev=-12.589 de_lowest_kcal_mol=62.8
N 0.8328 -1.9149 -0.4297 0.8 0.4 0.1
C 0.4001 -0.4939 -0.2869 -2.6 0.8 0.8
C 0.6221 -0.0373 1.1245 2.5 -1.3 2.1
S 2.5192 -0.0045 1.5659 0.1 1.5 -1.6
C -1.1828 -0.4505 -0.4771 3.0 2.1 -1.1
N -1.6354 0.9444 -0.3517 -1.5 0.2 0.3
C -0.9899 2.2663 -0.5993 1.1 -1.6 0.2
H 0.8040 -2.0618 -1.4458 0.8 -0.8 0.4
H 1.7316 -1.9857 0.0949 0.5 0.2 -1.2
H 0.3119 -2.6491 0.0518 -1.0 0.4 -0.2
H 0.8871 0.1514 -1.0334 0.2 -0.6 0.3
H 0.3493 -0.7490 1.9013 -0.9 -0.3 -0.4
H 0.1809 0.8998 1.4222 0.2 0.3 -0.3
H 3.0185 -0.9315 2.4051 -1.3 -0.5 0.2
H -1.4771 -1.1233 0.3354 -1.1 0.1 -0.5
H -1.3789 -0.6889 -1.5314 -0.3 -1.2 0.5
H -2.4814 1.0124 -0.8996 -0.3 -0.3 0.4
H -0.2487 2.4605 0.1685 0.3 0.1 0.0
H -0.4957 2.3652 -1.5839 -0.4 0.1 0.3
H -1.7674 2.9904 -0.4308 -0.2 0.3 -0.3